[1]
Density functional theory data (the ωB97M-V functional and the def2-TZVPD basis) for C20H19N3O6 as an isolated structure.

CARTESIAN COORDINATES (ANGSTROEM)
H 5.165 0.547 1.450
C 2.219 -0.259 0.830
C -1.191 3.042 0.320
H 1.714 1.272 2.252
H -2.911 -2.732 2.066
H 2.128 2.653 -0.691
H -6.507 -1.093 -1.341
H 2.962 1.881 1.588
C -2.950 0.491 -1.881
H 1.277 -0.632 0.952
H -2.149 3.133 1.042
H 7.178 -1.130 1.893
C -3.255 -1.342 0.239
H -6.901 -2.733 0.558
C 3.705 -0.353 -0.952
H -5.288 -3.493 2.280
H 7.186 -2.909 0.028
N 1.120 2.063 0.533
H 1.781 0.726 -2.279
O 3.947 -0.140 -2.569
H 0.720 -0.068 -1.080
C -4.393 -0.993 -0.793
H -0.849 3.864 -0.291
H 2.977 -0.719 1.422
C 1.311 2.052 -0.693
H 0.501 2.476 -1.470
C -5.066 -2.908 1.274
C -1.902 -1.076 0.241
O -4.218 -0.188 -1.844
O -0.372 2.161 2.458
O -1.583 1.913 -0.904
C -5.769 -1.610 -0.372
N -0.879 -0.836 0.363
C 1.449 0.676 -1.179
C 2.073 1.491 1.427
O -3.655 1.683 0.126
C -2.827 1.654 -0.650
C -0.104 2.156 1.236
O 5.571 -2.026 -0.557
H -2.153 -0.233 -1.999
H -3.228 1.115 -2.732
C 6.564 -1.049 1.169
C 6.455 -2.212 0.351
C 5.441 -0.559 0.894
C 4.933 -0.876 -0.241
C -3.740 -2.319 1.285
C -6.091 -2.414 0.541
N 2.591 0.057 -0.488

Its strongest force on any atom is 16.63 eV/Å. The HOMO-LUMO gap is 8.12 eV. Its LUMO energy is 0.1 eV. For the relative energy (zero: lowest compared OMol25 entry of this formula, charge and spin), the calculation gives 478.7 kcal per mole. The value obtained for the HOMO energy is -8.0 eV.

***

[2]
Density functional theory data (the ωB97M-V functional and the def2-TZVPD basis) for C20H19N5O5SYb as an isolated structure.

CARTESIAN COORDINATES (ANGSTROEM)
C -2.244 -2.096 0.336
O 1.148 2.775 3.841
H -3.509 -4.510 -0.510
H -0.399 5.069 -4.634
C -2.526 1.802 -1.738
C 2.073 -1.259 1.686
N -1.546 -3.024 0.959
S -2.610 -0.523 0.856
H 3.253 -2.780 2.561
C -0.844 -2.829 2.235
H 2.383 1.672 -0.924
H 2.830 3.263 -2.515
O 1.949 -3.064 0.077
H -4.170 2.628 -2.908
C 2.910 -1.788 2.680
C -2.345 3.500 -3.466
C 1.549 -1.946 0.411
N 1.498 -0.062 1.846
H -2.300 -4.477 -1.887
H -3.364 -2.105 -1.357
H -0.458 -4.333 -0.194
H 1.912 5.091 -4.150
C -2.552 -4.050 -0.824
N -1.245 1.817 -1.465
C -0.943 3.568 -3.206
C -0.035 4.398 -3.874
C 2.557 0.220 3.991
C 0.985 2.028 2.924
H 4.211 -2.387 4.653
Yb -0.105 0.664 0.412
C -0.439 2.624 -2.239
C -1.490 -4.260 0.180
C 3.139 -1.049 3.850
H 1.439 0.638 -1.834
O 0.182 2.133 1.881
N -2.684 -2.600 -0.826
H -0.594 -1.744 2.223
H 0.143 -3.382 2.151
C 1.306 4.386 -3.601
C 1.745 0.682 2.933
C 0.955 2.533 -2.075
H 2.655 0.842 4.887
C 1.788 3.447 -2.703
O 3.874 -1.508 4.853
N 1.446 1.482 -1.275
O 0.644 -1.230 -0.165
C -3.091 2.698 -2.693
H -3.191 1.209 -1.114
H -1.378 -3.128 3.142
H -2.755 4.107 -4.249
H -1.758 -5.141 0.857

As for the multiplicity: 2. Its strongest force on any atom is 3.41 eV/Å. The net charge is +1. The HOMO-LUMO gap (alpha / beta) is 8.70 / 8.70 eV. Its LUMO energy (alpha / beta) is -3.3 / -3.3 eV. For the relative energy (zero: lowest compared OMol25 entry of this formula, charge and spin), the calculation gives 1.6 kcal per mole. The value obtained for the HOMO energy (alpha / beta) is -12.1 / -12.1 eV.

***

[3]
Density functional theory data (the ωB97M-V functional and the def2-TZVPD basis) for one molecule with the formula C20H19N9O.

CARTESIAN COORDINATES (ANGSTROEM)
C -0.244 -0.200 -5.899
H -1.304 -0.079 -6.169
C 1.975 -0.259 0.558
C -2.778 1.354 -1.935
N -1.704 0.158 0.085
C 0.712 -0.205 -6.909
H -2.649 1.124 -2.993
C -2.784 0.147 -0.938
H 0.285 1.069 8.847
H -0.400 -1.533 6.204
C -0.317 -0.076 -0.118
H 0.983 1.174 6.481
C 0.188 0.482 6.741
H -2.897 -0.803 -1.470
C 0.296 -0.763 5.873
N 3.641 -0.372 -4.632
C 1.520 -0.435 -1.727
C 0.644 -0.136 0.928
C 3.393 -0.485 -3.340
H 1.396 -0.266 8.401
N -1.004 0.280 2.713
N 0.055 -0.336 -4.590
H 4.217 -0.555 -2.629
H 2.723 -0.322 1.289
O -4.134 1.690 -1.577
H -4.979 -0.042 -0.715
C 0.412 0.142 8.228
C 2.408 -0.347 -5.220
H -0.756 0.993 6.588
H 1.311 -1.223 5.950
C 1.373 -0.432 -4.250
N -1.077 0.177 4.006
H 2.843 -0.127 -7.376
C 0.292 -0.030 -8.284
C 0.154 -0.227 -1.417
H 1.953 -0.883 3.375
C -4.170 0.678 -0.557
N 2.379 -0.420 -0.701
H -2.064 2.141 -1.660
H -4.347 1.151 0.419
N -0.035 0.210 -9.390
H -0.545 -0.210 -2.258
N 0.213 -0.113 2.279
C 0.938 -0.527 3.367
C 0.096 -0.430 4.408
H -1.968 0.195 1.097
H -0.344 -0.568 8.537
N 2.018 -0.528 -3.027
C 2.080 -0.232 -6.594

Its strongest force on any atom is 3.85 eV/Å. The HOMO-LUMO gap is 8.55 eV. Its LUMO energy is -0.2 eV. For the relative energy (zero: lowest compared OMol25 entry of this formula, charge and spin), the calculation gives 30.5 kcal per mole. The value obtained for the HOMO energy is -8.8 eV. The SMILES is CCCc1cn(-c2cnc(-n3cnc4cc(C#N)cnc43)cc2NC2COC2)nn1.

***

[4]
Density functional theory data (the ωB97M-V functional and the def2-TZVPD basis) for C20H19NO6 as an isolated structure.

CARTESIAN COORDINATES (ANGSTROEM)
C -3.126 -1.331 -3.541
O -2.912 -0.817 0.792
C 5.696 0.205 -1.156
H -4.943 -0.951 0.386
H -1.610 3.064 0.970
H 5.514 1.251 0.527
O -2.315 1.366 0.138
O 2.519 0.454 2.012
H -5.260 -3.048 -0.731
C 3.607 -0.343 2.028
C 0.277 2.124 1.939
C -3.308 -0.822 -2.286
C 5.206 0.144 -0.016
C 5.223 -0.792 -1.922
H -2.428 -1.121 -4.142
H 2.929 -2.327 0.343
H -1.040 -0.982 1.794
O -1.482 5.219 2.253
C 0.163 0.770 1.933
C -0.497 4.441 2.086
H 6.415 0.661 -1.387
H -2.831 0.128 -2.147
N -1.026 0.087 1.472
C -0.921 3.284 1.873
O 0.740 4.766 2.141
H 5.666 -1.093 -2.979
C -4.132 -1.080 -1.230
O 1.199 -1.488 1.679
H -1.430 2.830 2.642
H -4.334 0.400 0.013
C -3.665 -2.703 -3.477
H 4.083 -2.734 -2.042
C -4.546 -3.141 -2.467
C -4.613 -2.537 -1.295
C 3.818 -1.499 -0.280
C 4.273 -1.831 -1.488
H -4.867 -4.303 -2.633
H -1.093 6.242 2.460
H 3.548 -1.446 2.621
H -3.530 -3.143 -4.598
C 4.264 -0.602 0.482
H 1.253 2.588 2.020
C 1.237 -0.024 1.884
C -4.075 -0.530 -0.039
C -2.062 0.378 0.709
H 4.418 0.285 2.659

Its strongest force on any atom is 17.33 eV/Å. The HOMO-LUMO gap is 8.18 eV. Its LUMO energy is -0.9 eV. For the relative energy (zero: lowest compared OMol25 entry of this formula, charge and spin), the calculation gives 388.8 kcal per mole. The value obtained for the HOMO energy is -9.0 eV.

***

[5]
Density functional theory data (the ωB97M-V functional and the def2-TZVPD basis) for C20H20AgF2N4O2 as an isolated structure.

CARTESIAN COORDINATES (ANGSTROEM)
H 0.664 -3.304 -1.012
H -0.380 4.708 2.758
O 0.451 1.258 -4.097
C 0.261 -4.082 3.261
H 2.082 1.264 2.079
H -1.489 -1.405 2.188
C -4.002 -0.305 -0.963
C 1.138 1.795 2.029
C 0.359 -3.738 0.904
N 2.225 2.210 -3.053
C 3.341 -1.906 -1.052
H 1.842 3.570 3.012
H 1.670 4.251 -4.544
C 0.815 3.576 -4.508
C -1.257 3.033 1.758
C -1.659 0.145 -0.568
F -4.971 -0.928 -1.696
O 3.299 0.420 -0.854
C 0.735 -4.483 2.031
C -4.417 0.471 0.103
H 2.289 1.446 -2.383
H 1.633 -4.562 -0.451
C -1.038 1.737 1.279
Ag 0.451 -0.358 -0.709
C -0.227 3.700 2.392
H 0.434 3.407 -5.512
C -2.678 -0.479 -1.300
H 4.410 -1.726 -1.212
C -0.567 -2.967 3.359
C -2.064 0.976 0.504
C 1.136 2.235 -3.877
H 2.572 3.091 -2.712
F -3.814 1.844 1.887
N 0.747 -4.089 -0.375
N -0.420 -2.666 0.991
C 1.005 3.077 2.536
N 0.146 1.144 1.434
H -2.450 -1.116 -2.144
C -0.871 -2.297 2.185
H 0.539 -4.637 4.149
H 1.378 -5.348 1.927
H 2.920 -2.485 -1.878
C -3.414 1.098 0.809
H 0.023 4.044 -3.921
C 2.582 -0.588 -0.903
H -2.216 3.507 1.609
H -5.457 0.577 0.372
H -0.952 -2.623 4.307
H 3.196 -2.494 -0.140

Its strongest force on any atom is 0.30 eV/Å. The net charge is -1. The HOMO-LUMO gap is 6.62 eV. Its LUMO energy is 3.0 eV. For the relative energy (zero: lowest compared OMol25 entry of this formula, charge and spin), the calculation gives 0.0 kcal per mole. The value obtained for the HOMO energy is -3.6 eV.

***

- relative energy (zero: lowest compared OMol25 entry of this formula, charge and spin) of number 2 (C20H19N5O5SYb)?
  1.6 kcal per mole